C30H91N5O15 | the ωB97M-V functional and the def2-TZVPD basis

## Properties
Largest force on an atom, hartree/bohr: 0.08771
Total energy, eV: -70738.091
HOMO energy, eV: -8.5
Energy relative to the best compared isomer or geometry (same formula, charge and spin), kcal per mole: 76.6

```
! RIJCOSX wB97M-V def2-TZVPD def2/J DEFGRID3
* xyz 0 1
H 4.46 18.34 3.08
C 6.43 20.68 -0.12
C 4.48 21.46 4.49
C 5.12 21.25 0.69
O 7.85 19.22 3.27
C 4.89 23.81 4.18
O 4.63 14.03 7.84
H 6.04 24.18 1.67
C 7.71 21.60 0.08
C 4.92 14.75 1.09
H 15.87 15.69 5.52
H 9.03 26.41 3.69
C 4.59 24.85 3.03
H 10.16 24.01 9.43
H 3.65 11.32 10.68
C 7.88 15.27 3.00
H 11.67 22.57 2.48
H 3.25 12.87 11.66
H 8.08 21.47 1.09
H 6.41 16.37 2.42
H 10.12 21.73 5.90
H 4.61 21.82 -0.09
H 7.93 18.32 2.95
H 6.08 20.75 8.30
H 5.12 21.39 5.37
O 7.94 17.04 7.37
C 7.41 19.18 4.63
H 10.81 21.17 1.92
C 3.95 12.30 11.05
H 3.14 14.46 9.24
H 9.45 22.22 3.66
H 5.90 14.68 10.21
C 8.66 21.76 9.03
H 8.07 18.43 5.06
N 5.82 25.01 2.21
H 3.17 12.87 8.67
H 6.83 21.69 7.04
H 12.63 20.59 3.89
H 4.49 20.58 3.85
H 9.30 23.70 -0.27
H 9.13 20.48 7.49
H 9.42 14.18 4.02
H 15.62 15.82 7.38
H 6.59 25.16 2.84
H 4.77 16.25 0.13
C 8.29 20.54 8.18
H 5.74 24.02 4.82
H 12.13 16.35 0.77
H 7.99 17.88 7.85
N 5.21 14.33 10.87
H 4.47 14.45 5.80
H 8.71 23.68 1.32
H 11.50 19.51 6.59
N 13.03 15.71 5.39
O 12.44 20.79 2.97
H 8.50 21.20 -0.55
H 9.75 20.60 4.14
H 13.90 17.95 4.43
H 12.88 16.91 -2.03
H 12.16 16.17 5.17
H 9.93 24.71 7.85
O 8.76 24.44 4.24
C 11.93 18.79 5.88
O 9.26 16.02 4.86
H 5.77 14.08 1.25
H 11.58 18.77 4.85
H 4.68 14.57 0.04
H 13.39 16.71 7.10
C 15.20 15.67 6.38
H 8.13 24.94 0.21
C 3.75 17.56 3.35
H 7.91 22.05 9.77
C 11.28 21.60 2.80
C 6.62 16.63 7.29
H 4.03 14.76 1.72
H 3.44 21.57 4.80
C 8.64 14.89 4.27
O 10.63 22.09 5.18
N 8.12 19.37 9.01
C 11.96 16.79 -0.21
H 6.28 20.70 -1.19
H 3.39 15.36 7.02
O 3.03 17.89 4.58
H 2.72 18.80 4.48
H 13.43 15.57 4.48
H 9.19 24.08 5.02
H 3.00 17.50 2.57
C 13.96 16.52 6.19
O 4.96 22.47 3.69
H 10.36 25.81 4.61
O 13.03 16.54 -1.16
H 8.67 15.47 2.28
C 9.43 24.13 8.63
C 3.49 24.38 2.11
H 8.88 19.28 9.67
H 5.73 17.25 7.23
H 3.03 25.27 1.69
H 14.89 14.63 6.33
H 5.77 13.95 11.62
H 7.06 19.45 1.36
H 8.55 24.74 8.84
O 8.96 22.85 8.17
H 15.22 18.21 5.59
C 8.39 23.89 0.30
H 6.37 18.86 4.72
H 5.47 21.87 1.51
H 7.94 14.37 4.94
O 6.85 16.18 3.26
H 5.47 12.54 9.63
H 7.26 14.48 2.58
H 4.03 23.82 4.85
H 2.96 13.84 6.52
H 9.95 25.34 2.84
H 7.40 20.19 5.04
C 10.25 21.54 3.95
H 2.78 23.79 2.68
C 6.90 20.75 7.58
H 9.62 21.58 9.52
H 6.57 15.91 8.11
C 9.62 25.51 3.87
C 14.17 17.93 5.49
C 3.84 13.69 8.93
H 4.46 25.88 3.36
H 7.25 19.48 9.52
O 5.46 16.03 0.76
C 3.85 14.43 6.70
H 8.65 16.30 5.54
O 7.44 22.89 -0.19
H 11.83 17.83 0.10
H 11.65 17.86 6.37
H 4.69 11.92 11.75
N 6.81 19.38 0.38
H 6.04 18.73 0.25
H 6.61 19.88 6.99
H 6.55 15.96 6.43
H 3.82 23.70 1.32
C 4.71 13.17 10.12
H 10.93 16.47 -0.36
H 4.20 16.60 3.58
O 13.33 19.00 6.02
H 4.36 20.54 1.00
*
```

Results of the Mulliken charge analysis, in e, for atoms 1 through 5: -0.14, 0.01, -0.48, -0.53, -0.34

***

C31H18BrCl5N4O4Ti | the ωB97M-V functional and the def2-TZVPD basis

## Properties
Largest force on an atom, hartree/bohr: 0.00381
Total energy, eV: -202362.961
HOMO energy, eV: -0.6
Energy relative to the best compared isomer or geometry (same formula, charge and spin), kcal per mole: 0.0

```
! RIJCOSX wB97M-V def2-TZVPD def2/J DEFGRID3
* xyz -2 1
Cl -0.07 -2.26 1.30
C 2.67 1.00 -2.81
H -8.28 -1.50 -1.44
C 1.31 0.54 3.37
Cl 1.28 -6.18 -2.15
H 6.88 2.32 -0.99
C 0.79 -4.55 -1.86
C 2.29 2.49 4.39
H -4.77 -1.89 0.98
C 0.74 2.85 2.51
H -6.93 -0.31 -3.15
C -1.10 1.75 -2.89
H 3.68 2.13 5.97
H 1.06 3.88 2.55
H 0.67 0.09 2.63
C 0.18 -2.38 -2.66
H 3.50 -0.35 5.83
C 0.60 -4.09 -0.56
C 1.41 1.96 3.41
C -1.06 1.53 1.36
H -3.42 1.32 -0.17
N -1.50 0.91 0.18
Cl 0.77 -4.25 -4.55
O -4.46 0.23 -3.02
C -3.03 -0.63 -0.58
H -1.50 1.14 2.27
C 3.32 1.04 -0.55
H 1.97 -1.33 4.12
C 4.07 1.24 0.59
O 2.75 1.11 -4.01
H -7.19 -2.30 0.65
C 3.80 1.29 -1.83
Cl -0.15 -1.31 -3.99
C 0.22 -2.77 -0.35
C 5.37 1.71 0.40
H -2.62 -1.47 -0.01
C -0.10 2.47 1.47
O 1.08 0.28 0.09
N -2.89 0.55 0.26
H 5.46 1.95 -3.02
N 1.58 0.60 -2.05
C 1.93 0.60 -0.76
Cl 0.85 -5.18 0.76
H 2.39 3.56 4.46
H 3.65 1.07 1.58
C -6.48 -0.66 -2.23
H 6.00 1.89 1.26
O -2.28 -0.45 -1.75
C 2.93 0.29 5.17
C -4.50 -0.88 -0.87
C -7.22 -1.33 -1.27
Br 0.26 3.54 -0.24
C 5.86 1.95 -0.88
C -5.26 -1.55 0.07
C 2.06 -0.26 4.21
Ti -0.56 0.30 -1.37
C 0.57 -3.69 -2.93
C -6.62 -1.78 -0.11
H -3.50 0.21 -2.81
C 3.02 1.67 5.24
C -5.12 -0.43 -2.05
C 0.02 -1.87 -1.38
C 5.09 1.75 -2.02
N -1.48 2.45 -3.74
*
```

Results of the natural (NBO) charge analysis, in e, for atoms 1 through 5: 0.02, 0.68, 0.19, -0.22, 0.01

***

C31H19Br2F10IN5ORb | the ωB97M-V functional and the def2-TZVPD basis

## Properties
Largest force on an atom, hartree/bohr: 0.04765
Total energy, eV: -217967.152
HOMO energy, eV: -1.4
Energy relative to the best compared isomer or geometry (same formula, charge and spin), kcal per mole: 0.0

```
! RIJCOSX wB97M-V def2-TZVPD def2/J DEFGRID3
* xyz -2 1
C -4.88 0.09 -4.22
H 2.13 1.15 2.99
C -0.98 -2.64 4.80
O -2.75 -0.67 -1.35
N 2.82 0.79 0.16
C 1.59 -4.00 0.74
N 1.22 -0.80 2.63
C 1.72 -4.22 -1.61
Br -4.61 0.10 -6.98
H 3.55 -0.85 -0.94
C -2.82 4.44 -0.48
C -1.50 0.28 -5.87
F -1.81 -3.71 4.71
Rb -0.12 -0.29 -0.25
C 1.32 -6.16 -0.24
H 1.56 2.54 1.95
F -2.06 2.32 -1.11
C -3.95 0.12 -5.25
C -0.17 0.32 -5.51
C -2.15 -0.04 -3.56
C 1.50 -5.60 -1.50
C -1.66 5.59 1.35
H 3.09 -0.26 3.45
I 0.85 -6.19 2.76
H 2.44 2.44 -0.97
F 1.39 0.72 5.09
C -0.67 -2.08 6.06
C 2.37 0.11 2.66
C -4.50 -0.15 -2.90
F -1.57 6.59 2.25
C -3.12 -0.31 -2.50
H 1.09 -7.22 -0.07
C 2.65 2.25 0.12
H 3.25 0.67 -1.84
H 1.60 -3.30 1.53
H 0.61 0.57 -6.26
F -0.02 -0.21 7.32
C 3.68 0.26 -0.94
C -2.55 0.11 -4.95
H -1.85 0.27 -6.91
F -0.91 -2.50 2.40
N 0.23 2.68 0.30
F -1.25 -2.64 7.15
C 1.53 2.97 0.94
C -0.77 3.47 0.54
C 0.66 -0.38 5.02
C 0.12 0.23 -4.11
C -0.83 4.51 1.55
C -0.48 -2.10 3.63
H -5.92 0.14 -4.48
H 1.50 -6.22 -2.39
C -1.89 3.45 -0.38
N -0.84 0.07 -3.22
N 1.75 -3.50 -0.48
H 4.73 0.53 -0.85
Br -5.83 -0.54 -1.68
C 0.04 -0.88 6.15
C -2.61 5.60 0.32
F -3.36 6.71 0.09
H 2.02 -3.63 -2.48
H 4.25 0.45 1.67
C 0.52 -1.04 3.71
H 3.37 -0.95 1.15
F -3.87 4.33 -1.33
H 1.79 4.03 0.89
C 3.21 0.08 1.42
H 1.14 0.26 -3.74
F -0.01 4.42 2.64
C 1.41 -5.37 0.94
H 3.61 2.80 0.28
*
```

Results of the natural (NBO) charge analysis, in e, for atoms 1 through 5: -0.20, 0.19, 0.27, -0.73, -0.46

***

C31H19BrF6N6O7S2Ta | the ωB97M-V functional and the def2-TZVPD basis

## Properties
Largest force on an atom, hartree/bohr: 0.09289
Total energy, eV: -165293.249
HOMO energy, eV: -10.3
Energy relative to the best compared isomer or geometry (same formula, charge and spin), kcal per mole: 30.9

```
! RIJCOSX wB97M-V def2-TZVPD def2/J DEFGRID3
* xyz 1 1
N 2.05 -0.37 -1.41
F 1.76 -6.64 -1.14
H 7.21 -2.46 0.06
C -1.16 -2.60 -3.83
H 6.07 -3.47 2.00
C -1.75 -0.56 4.35
F 2.58 -5.47 -2.76
C 4.14 -2.76 1.45
Ta 0.53 -1.62 -0.36
C 5.50 -2.90 1.29
H -0.07 3.15 -5.99
O 1.41 -2.93 -1.79
H -2.31 -0.87 5.22
C -0.50 1.45 -3.09
N -0.33 -4.67 -2.25
H -3.74 6.32 3.03
H -1.87 -2.48 3.40
H -0.22 3.27 3.69
C -0.60 1.21 3.13
S 0.80 -4.16 -1.30
O 2.06 -1.95 0.64
C -0.81 -1.08 2.20
C -1.39 0.78 4.25
N -2.24 2.71 5.28
N 1.52 0.51 -2.27
C 6.15 -2.32 0.20
H 3.62 -3.22 2.28
H 1.15 1.64 -4.43
H -3.63 1.38 3.33
C -3.70 5.24 3.10
H -2.51 5.22 4.89
C 0.93 1.75 0.90
O -2.81 -4.18 -2.40
F -0.15 -1.78 -3.45
F -2.18 -1.84 -4.19
C 0.66 2.77 1.81
H -2.40 3.79 -5.49
F 3.16 -5.05 -0.72
H -2.30 1.41 -1.93
C 4.04 -1.39 -0.55
H 1.04 3.76 1.62
Br -5.22 5.28 0.69
C -4.33 4.46 2.15
N 0.48 0.52 1.06
C 2.15 -5.44 -1.51
C 3.33 -0.55 -1.46
H 3.89 -0.01 -2.22
C -0.08 2.50 2.95
H -3.51 2.95 -3.46
C 0.22 0.56 -2.20
C 3.38 -2.03 0.53
C -3.02 4.63 4.14
C -3.63 2.46 3.26
F -0.74 -3.30 -4.87
O -0.42 -0.21 -1.34
C 0.13 1.94 -4.24
C 5.43 -1.57 -0.70
H 1.53 1.93 0.02
S -1.52 -3.63 -2.29
O 0.51 -4.08 0.09
C -1.87 3.14 -4.82
H 5.92 -1.11 -1.55
C -1.50 -1.47 3.33
N -1.67 1.63 5.28
O -0.57 -1.81 1.13
C -1.83 1.80 -2.82
C -4.33 3.07 2.24
C -2.50 2.65 -3.68
C -0.29 0.25 2.14
C -0.56 2.77 -5.10
C -2.95 3.24 4.20
O -1.26 -2.64 -1.26
H -4.86 2.48 1.52
*
```

Results of the Mulliken charge analysis, in e, for atoms 1 through 5: 0.63, -0.18, 0.43, 0.75, 0.46

***

C31H21IrN8O5S | the ωB97M-V functional and the def2-TZVPD basis

## Properties
Largest force on an atom, hartree/bohr: 0.00870
Total energy, eV: -68318.266
HOMO energy (alpha / beta), eV: -10.5 / -10.6
Energy relative to the best compared isomer or geometry (same formula, charge and spin), kcal per mole: 0.0

```
! RIJCOSX wB97M-V def2-TZVPD def2/J DEFGRID3
* xyz 1 2
C 1.77 -1.46 3.68
H -0.04 2.63 -4.80
H 1.03 2.77 -0.55
N -1.38 1.97 -3.31
C 3.86 -1.87 -2.38
C -1.07 5.20 2.77
C 2.30 -1.49 1.00
H 3.82 -2.05 3.97
C -3.85 -2.88 1.69
C 4.81 -2.18 -0.07
O 0.59 1.40 -2.36
C -2.20 -4.31 -0.06
H 1.51 -1.43 4.73
H -0.21 -0.88 3.02
C -0.62 1.19 -2.44
C -2.60 -0.12 -1.94
C -2.76 -2.20 1.16
C 0.43 4.13 0.66
N 6.04 -2.52 -0.41
O 0.29 1.35 0.32
C 0.54 5.48 1.00
H -1.53 -4.82 -0.75
N 1.05 -1.17 1.43
C -3.28 -4.91 0.48
O -3.12 -1.05 -1.33
H -1.43 3.68 -4.47
C 4.61 -2.16 1.33
C -2.60 -0.84 1.56
C -0.69 3.04 -4.02
H -3.32 -0.41 2.25
H -1.87 3.23 3.00
C 3.74 -1.84 -0.99
H -4.37 0.48 -3.07
C 3.04 -1.80 3.26
N 1.46 -1.14 -1.20
H -4.52 -2.36 2.36
C 3.31 -1.82 1.90
C -1.88 -2.94 0.24
C -3.33 0.69 -2.90
C 2.76 -1.56 -3.15
H -3.51 -5.94 0.24
H 2.80 -1.58 -4.23
C -0.44 3.31 1.40
O -0.84 -2.47 -0.31
C -0.19 6.00 2.04
H -0.08 3.61 -3.32
O 1.16 3.72 -0.39
C -2.70 1.70 -3.52
C 1.57 -1.19 -2.52
H 0.69 -0.93 -3.09
Ir -0.21 -0.57 -0.10
H 4.80 -2.14 -2.83
S 6.85 -2.78 0.95
H 1.21 6.09 0.41
C -4.12 -4.20 1.37
N -1.64 1.22 1.59
H -3.20 2.35 -4.23
N 5.68 -2.48 2.02
C 0.80 -1.16 2.73
N -1.66 -0.05 1.13
H -1.65 5.62 3.59
H -0.09 7.05 2.28
C -0.60 1.89 1.10
N -1.26 0.21 -1.72
H -4.99 -4.68 1.79
C -1.19 3.87 2.45
C 2.51 -1.49 -0.44
*
```

Results of the natural (NBO) charge analysis, in e, for atoms 1 through 5: -0.23, 0.21, 0.52, -0.42, -0.09

***

C31H22BrCl2F5N6O3TeV | the ωB97M-V functional and the def2-TZVPD basis

## Properties
Largest force on an atom, hartree/bohr: 0.02395
Total energy, eV: -189247.220
HOMO energy (alpha / beta), eV: -1.9 / -2.6
Energy relative to the best compared isomer or geometry (same formula, charge and spin), kcal per mole: 83.0

```
! RIJCOSX wB97M-V def2-TZVPD def2/J DEFGRID3
* xyz -2 4
C 1.67 -4.31 0.95
C -2.58 2.37 -3.79
F 0.78 -1.68 1.61
H 1.84 -5.38 1.00
H -2.46 4.36 -3.22
Te 3.26 -0.79 1.21
C -2.23 -1.71 1.19
H -0.01 1.69 -5.32
C -0.59 3.22 0.96
V 0.10 0.10 1.00
H -2.89 0.30 -4.22
C -2.43 0.93 -3.46
H 3.77 2.59 -3.49
C 0.28 1.15 -3.26
H -1.24 -0.18 5.91
O -2.95 0.60 -2.15
C -1.55 4.39 -0.88
N 2.24 -3.79 -0.29
H 2.89 1.53 -1.37
H -3.14 -1.77 -2.13
N 0.21 0.74 3.05
Cl -4.66 -4.89 1.27
N 1.06 1.14 -2.19
C 3.70 -3.86 -0.39
O -2.37 -1.46 4.08
C 1.64 -2.73 -0.82
H 4.02 -3.37 -1.30
C -1.34 1.99 -0.93
C 2.77 2.20 -3.45
N -1.55 -0.87 1.99
C -0.73 1.98 0.33
C -2.99 -2.81 1.61
C 0.41 1.23 5.75
F 4.53 0.58 1.56
F 4.11 -0.54 -0.65
H 4.19 -3.37 0.45
H 2.06 2.51 5.20
N 1.14 -1.79 -1.27
F 2.84 -0.43 3.11
H -0.87 5.35 0.91
C -1.74 3.18 -1.56
H 2.10 -3.81 1.82
C -2.29 3.33 -2.91
C -0.61 0.13 3.91
H 3.99 -4.91 -0.42
H -1.85 5.31 -1.36
C -1.02 0.45 -3.01
C -3.81 -3.12 -0.64
C -0.55 0.35 5.27
C -1.61 0.60 -1.57
H 0.49 1.43 6.81
C 1.27 1.84 4.86
C 1.93 2.25 -4.56
H -2.99 -3.08 2.66
H 2.28 2.69 -5.48
Br -0.83 -1.38 -3.71
C -2.21 -1.35 -0.22
F 4.76 -2.01 2.07
C 1.16 1.56 3.51
O 1.92 0.62 0.81
H -0.12 3.26 1.95
N -1.41 -0.34 -0.53
C -1.00 4.41 0.39
H 0.60 -4.11 0.96
H 1.83 1.94 2.75
C -3.09 -2.06 -1.09
C -1.61 -0.84 3.33
Cl -4.80 -4.01 -1.77
C 2.29 1.62 -2.27
C 0.66 1.70 -4.47
H -2.96 2.63 -4.77
C -3.74 -3.52 0.71
*
```

Results of the Mulliken charge analysis, in e, for atoms 1 through 5: -0.79, -1.39, -0.52, 0.32, 0.26

***

Repeat the second record exactly.
C31H18BrCl5N4O4Ti | the ωB97M-V functional and the def2-TZVPD basis

## Properties
Largest force on an atom, hartree/bohr: 0.00381
Total energy, eV: -202362.961
HOMO energy, eV: -0.6
Energy relative to the best compared isomer or geometry (same formula, charge and spin), kcal per mole: 0.0

```
! RIJCOSX wB97M-V def2-TZVPD def2/J DEFGRID3
* xyz -2 1
Cl -0.07 -2.26 1.30
C 2.67 1.00 -2.81
H -8.28 -1.50 -1.44
C 1.31 0.54 3.37
Cl 1.28 -6.18 -2.15
H 6.88 2.32 -0.99
C 0.79 -4.55 -1.86
C 2.29 2.49 4.39
H -4.77 -1.89 0.98
C 0.74 2.85 2.51
H -6.93 -0.31 -3.15
C -1.10 1.75 -2.89
H 3.68 2.13 5.97
H 1.06 3.88 2.55
H 0.67 0.09 2.63
C 0.18 -2.38 -2.66
H 3.50 -0.35 5.83
C 0.60 -4.09 -0.56
C 1.41 1.96 3.41
C -1.06 1.53 1.36
H -3.42 1.32 -0.17
N -1.50 0.91 0.18
Cl 0.77 -4.25 -4.55
O -4.46 0.23 -3.02
C -3.03 -0.63 -0.58
H -1.50 1.14 2.27
C 3.32 1.04 -0.55
H 1.97 -1.33 4.12
C 4.07 1.24 0.59
O 2.75 1.11 -4.01
H -7.19 -2.30 0.65
C 3.80 1.29 -1.83
Cl -0.15 -1.31 -3.99
C 0.22 -2.77 -0.35
C 5.37 1.71 0.40
H -2.62 -1.47 -0.01
C -0.10 2.47 1.47
O 1.08 0.28 0.09
N -2.89 0.55 0.26
H 5.46 1.95 -3.02
N 1.58 0.60 -2.05
C 1.93 0.60 -0.76
Cl 0.85 -5.18 0.76
H 2.39 3.56 4.46
H 3.65 1.07 1.58
C -6.48 -0.66 -2.23
H 6.00 1.89 1.26
O -2.28 -0.45 -1.75
C 2.93 0.29 5.17
C -4.50 -0.88 -0.87
C -7.22 -1.33 -1.27
Br 0.26 3.54 -0.24
C 5.86 1.95 -0.88
C -5.26 -1.55 0.07
C 2.06 -0.26 4.21
Ti -0.56 0.30 -1.37
C 0.57 -3.69 -2.93
C -6.62 -1.78 -0.11
H -3.50 0.21 -2.81
C 3.02 1.67 5.24
C -5.12 -0.43 -2.05
C 0.02 -1.87 -1.38
C 5.09 1.75 -2.02
N -1.48 2.45 -3.74
*
```

Results of the natural (NBO) charge analysis, in e, for atoms 1 through 5: 0.02, 0.68, 0.19, -0.22, 0.01

***

Q: Among the records above, which one has the highest energy relative to the best compared isomer or geometry (same formula, charge and spin)?
A: C31H22BrCl2F5N6O3TeV